Below is a structure of composition C12H23AlFO4 in a non-equilibrium geometry, with properties calculated with ωB97M-V with the def2-TZVPD basis set.

The geometry in XYZ format:
```
41
Properties=species:S:1:pos:R:3:nbo_charge:R:1
C 4.370 2.801 0.209 -0.249
O 4.511 1.547 0.836 -0.540
C 4.956 0.545 -0.066 -0.051
C 3.858 -0.009 -0.965 -0.434
C 3.035 -1.093 -0.231 -0.392
C 1.524 -0.899 -0.392 -0.394
C 0.728 -1.731 0.646 -0.397
C -0.302 -2.662 -0.018 -0.394
C -1.785 -2.211 0.091 -0.403
C -2.030 -0.720 0.236 0.024
C -2.111 -0.139 1.676 -0.073
O -2.919 1.034 1.698 -0.957
Al -3.609 1.209 0.028 1.660
C -5.467 2.022 -0.112 -1.101
C -6.433 1.350 -1.027 0.893
O -7.510 1.711 -1.196 -0.584
F -6.036 0.280 -1.720 -0.345
O -3.364 -0.553 -0.298 -0.959
H 5.294 3.116 -0.278 0.157
H 3.537 2.776 -0.493 0.170
H 4.128 3.516 0.989 0.191
H 5.432 -0.228 0.528 0.182
H 5.740 0.983 -0.695 0.148
H 3.173 0.760 -1.303 0.211
H 4.362 -0.442 -1.823 0.198
H 3.316 -1.192 0.812 0.196
H 3.255 -2.045 -0.713 0.190
H 1.258 0.151 -0.281 0.201
H 1.266 -1.217 -1.395 0.193
H 1.449 -2.357 1.169 0.183
H 0.299 -1.074 1.392 0.218
H -0.215 -3.637 0.462 0.188
H -0.071 -2.835 -1.064 0.186
H -2.279 -2.495 -0.829 0.221
H -2.295 -2.772 0.866 0.195
H -1.445 -0.028 -0.386 0.172
H -2.509 -0.823 2.431 0.150
H -1.116 0.230 1.959 0.141
H -2.697 1.947 -1.071 -0.481
H -5.342 3.024 -0.514 0.242
H -5.957 2.158 0.844 0.242
```

The HOMO-LUMO gap is 7.795 eV. The HOMO energy is -5.0 eV. The energy above the lowest of the compared OMol25 structures with the same formula, charge and spin is 1.008 eV. The net charge is -1. As for the multiplicity: 1.